Arrangement A

A cluster of 2 separate species, C2H6NS in total, computed with ωB97M-V/def2-TZVPD.

Each line ends with the Löwdin charge.
Positions of all 10 atoms, in Å:
C -0.28 1.14 -1.97  -0.749
S -0.50 -0.52 -1.30  0.094
N 0.58 -0.49 2.72  -0.040
H 0.44 -2.44 2.02  0.037
H -1.26 1.67 -1.98  -0.018
H -0.36 -1.07 0.98  -0.096
H 0.03 1.01 -3.03  -0.020
C 0.21 -1.40 1.87  -0.187
H 0.73 0.33 2.12  0.010
H 0.41 1.76 -1.43  -0.031

Output
HOMO-LUMO gap, eV: 6.8
Net charge: -1
LUMO level, eV: 4.38

Arrangement B

A cluster of 2 separate species, C2H6NS in total, computed with ωB97M-V/def2-TZVPD.

Each line ends with the Löwdin charge.
Positions of all 10 atoms, in Å:
H 0.66 -1.06 2.04  0.034
N -0.35 -1.18 0.24  -0.130
H -1.15 0.48 -0.46  0.039
H 1.38 -0.02 0.52  -0.047
C 0.68 -0.83 0.97  -0.110
H 2.53 2.79 -0.44  -0.506
H -1.32 -1.08 -1.49  0.042
H -2.44 -0.70 -0.21  0.069
C -1.37 -0.58 -0.58  -0.180
S 1.37 2.18 -0.59  -0.212

Output
HOMO-LUMO gap, eV: 6.8
Net charge: -1
LUMO level, eV: 4.15

Going by the energies, arrangement A is most stable and the next is 0.0397 hartree up.

Arrangement A

A cluster of 2 separate species, C2H6NS in total, computed with ωB97M-V/def2-TZVPD.

Each line ends with the Löwdin charge.
Positions of all 10 atoms, in Å:
N 0.80 -1.10 -0.12  -0.105
C 0.20 -0.44 -1.29  -0.174
S -2.04 2.00 0.69  -0.289
H -1.61 1.16 1.63  -0.492
H 1.02 0.04 -1.83  0.064
H 0.40 0.59 1.12  0.014
C 0.81 -0.40 0.94  -0.114
H -0.55 0.31 -1.00  -0.006
H 1.28 -0.96 1.75  0.047
H -0.32 -1.19 -1.89  0.055

Output
HOMO-LUMO gap, eV: 7.0
Net charge: -1
LUMO level, eV: 4.30

Arrangement B

The ion C2H6NS with charge -1, computed with ωB97M-V/def2-TZVPD.

Each line ends with the Löwdin charge.
Positions of all 10 atoms, in Å:
H -0.13 1.60 0.53  -0.009
H -1.09 1.67 -0.67  0.038
H 0.58 0.77 -2.14  0.079
C 0.59 0.68 -1.05  -0.416
H -1.12 -0.59 -1.01  0.019
H 0.41 -1.49 -1.14  0.017
C -0.08 -0.65 -0.65  -0.793
S -0.15 -0.99 1.16  0.040
H 1.63 0.62 -0.71  0.081
N -0.11 1.85 -0.46  -0.057

Output
HOMO-LUMO gap, eV: 6.8
Structure (SMILES): NCC[S-]
Net charge: -1
LUMO level, eV: 4.42

Going by the energies, arrangement B is most stable and the next is 0.0261 hartree up.

Arrangement A

The molecule C3H4Cl2O, computed with ωB97M-V/def2-TZVPD.

Each line ends with the Löwdin charge.
Positions of all 10 atoms, in Å:
Cl 0.28 0.79 -2.02  0.631
C -0.70 0.75 0.92  -0.485
H -0.26 1.56 0.36  0.016
H 0.27 -1.49 -1.41  0.088
H 1.80 -0.67 -0.93  0.095
C 0.72 -0.58 -1.04  -0.547
Cl -2.40 0.35 0.36  0.516
C 0.31 -0.42 0.42  -0.441
O 0.69 -1.21 1.32  0.041
H -0.70 0.92 2.01  0.087

Output
HOMO-LUMO gap, eV: 10.3
Structure (SMILES): O=C(CCl)CCl
LUMO level, eV: 0.29

Arrangement B

The molecule C3H4Cl2O, computed with ωB97M-V/def2-TZVPD.

Each line ends with the Löwdin charge.
Positions of all 10 atoms, in Å:
C 0.78 0.83 0.47  -0.685
H 0.25 -1.01 -0.12  -0.011
O 3.25 1.36 -0.54  0.066
Cl 2.90 -1.08 0.27  0.714
C 2.54 0.55 -0.13  -0.810
H -0.56 0.16 -1.16  0.117
H -0.93 -0.29 0.60  0.068
C -0.20 -0.13 -0.13  -0.157
H 0.97 0.65 1.54  0.085
Cl 0.41 2.53 0.14  0.614

Output
HOMO-LUMO gap, eV: 10.5
Structure (SMILES): C[C@H](Cl)C(=O)Cl
LUMO level, eV: 0.61

Going by the energies, arrangement A is most stable and the next is 0.0159 hartree up.

Arrangement A

The molecule C4H7NOS, computed with ωB97M-V/def2-TZVPD.

Each line ends with the Löwdin charge.
Positions of all 14 atoms, in Å:
H -1.91 -1.62 -0.57  0.074
H -0.40 0.04 -1.71  0.128
O -2.70 0.47 -0.26  -0.585
H -1.44 -2.37 0.83  0.090
C 1.23 0.97 -0.60  -0.188
H 0.29 -0.83 1.18  0.106
H 1.57 0.67 1.48  0.049
S -1.44 0.88 0.38  0.976
C 1.90 1.07 0.54  0.012
N -1.11 -1.86 0.02  0.043
C -0.39 -0.71 0.35  -0.478
H 1.61 1.43 -1.50  0.104
H 2.83 1.61 0.58  0.058
C -0.04 0.26 -0.71  -0.389

Output
HOMO-LUMO gap, eV: 9.4
LUMO level, eV: 0.74

Arrangement B

The molecule C4H7NOS, computed with ωB97M-V/def2-TZVPD.

Each line ends with the Löwdin charge.
Positions of all 14 atoms, in Å:
C 0.74 0.60 -0.40  -0.781
H -1.40 -0.22 1.31  0.124
C 0.55 0.69 1.12  -0.355
H -0.08 -1.40 1.47  0.118
O -0.06 1.84 1.63  -0.016
S 1.55 1.64 -1.39  0.631
N -0.09 -0.45 -0.47  -0.147
H 1.45 0.47 1.70  0.145
C -0.60 -1.17 -1.59  -0.028
H 0.46 2.60 1.32  0.098
H 0.02 -0.90 -2.46  0.088
C -0.43 -0.52 0.93  -0.062
H -0.47 -2.23 -1.37  0.092
H -1.65 -0.96 -1.79  0.093

Output
HOMO-LUMO gap, eV: 9.2
Structure (SMILES): CN1C[C@H](O)C1=S
LUMO level, eV: 0.74

Going by the energies, arrangement B is most stable and the next is 0.0343 hartree up.

Arrangement A

The molecule C2H4N2OS, computed with ωB97M-V/def2-TZVPD.

Each line ends with the Löwdin charge.
Positions of all 10 atoms, in Å:
H 2.80 0.74 -0.35  -0.129
O 0.56 1.89 0.08  0.059
N -1.81 0.56 -0.13  0.156
H -1.47 -1.88 0.01  0.111
C 0.60 0.72 0.03  -0.750
C -0.71 -0.06 -0.02  -0.527
N -0.57 -1.40 -0.03  0.075
S 2.05 -0.29 -0.06  0.877
H -1.55 1.55 -0.13  0.051
H 0.10 -1.83 0.61  0.077

Output
HOMO-LUMO gap, eV: 10.1
Structure (SMILES): [H]/N=C(/N)C(=O)S
LUMO level, eV: 0.17

Arrangement B

The molecule C2H4N2OS, computed with ωB97M-V/def2-TZVPD.

Each line ends with the Löwdin charge.
Positions of all 10 atoms, in Å:
N -0.94 1.58 -0.54  -0.010
N -1.44 0.56 0.18  -0.040
S 1.82 0.28 -0.80  0.703
H -1.48 2.44 -0.30  0.118
H 0.09 1.69 -0.57  -0.015
H -1.15 -1.28 1.00  0.106
H 1.96 -2.14 0.18  0.084
C 0.75 -0.72 0.00  -0.790
C -0.69 -0.48 0.42  -0.158
O 1.08 -1.92 0.45  0.000

Output
HOMO-LUMO gap, eV: 8.8
Structure (SMILES): N/N=C\C(O)=S
LUMO level, eV: -0.37

Arrangement C

A structure of composition C2H4N2OS, computed with ωB97M-V/def2-TZVPD.

Each line ends with the Löwdin charge.
Positions of all 10 atoms, in Å:
O 2.44 0.08 -0.24  -0.171
C -1.68 1.05 0.14  -0.179
N 1.10 0.09 -0.24  -0.131
H -2.21 1.92 -0.12  0.022
H 1.24 -2.28 -0.13  0.053
N -1.37 0.24 -0.91  -0.350
H 2.66 0.95 0.38  0.187
S -1.15 -1.31 -0.11  0.753
C 0.71 -1.34 -0.11  -0.301
H -1.73 0.60 1.34  0.117

Output
HOMO-LUMO gap, eV: 8.6
LUMO level, eV: 0.32

Going by the energies, arrangement A is most stable and the next is 0.0416 hartree up.

Arrangement A

The ion C4H5O2S with charge -1, computed with ωB97M-V/def2-TZVPD.

Each line ends with the Löwdin charge.
Positions of all 12 atoms, in Å:
C 0.70 -1.32 1.10  -0.656
C 0.17 -0.07 -0.20  -0.715
H 0.21 2.06 -0.35  0.024
H -1.86 0.38 0.14  0.101
C -1.26 -0.17 -0.67  -0.144
H 1.34 1.49 1.07  0.123
H -1.54 -1.16 -0.95  0.042
O 1.72 -1.00 1.66  -0.028
S 1.45 0.49 -1.38  0.707
H -1.52 0.35 -1.68  0.082
O -0.10 -2.26 1.15  -0.045
C 0.69 1.22 0.11  -0.491

Output
HOMO-LUMO gap, eV: 7.2
Structure (SMILES): C[C@]1(C(=O)[O-])CS1
Net charge: -1
LUMO level, eV: 3.55

Arrangement B

The ion C4H5O2S with charge -1, computed with ωB97M-V/def2-TZVPD.

Each line ends with the Löwdin charge.
Positions of all 12 atoms, in Å:
O -3.77 0.59 -0.44  -0.602
C 0.09 -0.69 -0.49  -0.278
O -2.02 -0.87 0.88  -0.458
H 0.44 0.43 1.35  0.079
C 0.92 0.26 0.39  -0.213
H 0.37 -0.55 -1.54  0.076
H 0.44 -1.70 -0.20  0.082
H 2.60 1.42 0.97  0.021
H 2.70 0.68 -0.71  0.029
C 2.14 0.80 0.21  -0.053
C -1.53 -0.91 -0.50  -0.460
S -2.38 0.53 0.07  0.777

Output
HOMO-LUMO gap, eV: 6.7
Net charge: -1
LUMO level, eV: 3.80

Going by the energies, arrangement A is most stable and the next is 0.1092 hartree up.